Entry 1:
25
Properties=species:S:1:pos:R:3:lowdin_charge:R:1 method="wB97M-V/def2-TZVPD" homo_energy_ev="-22.0 / -22.0" homo_lumo_gap_ev="3.73 / 5.86" charge=+4 spin_multiplicity=6 lumo_ev="-18.2957 / -16.1636"
Sm -1.903 -4.927 -0.642 1.616
Lu -0.083 -1.767 0.881 1.356
Cl -0.356 -4.246 1.489 -0.034
Cl -2.017 -2.178 -0.686 -0.017
C 0.690 -0.457 -0.873 -0.013
C -2.326 -7.303 -0.230 -0.060
C -2.867 -6.523 -2.320 -0.034
O 1.035 0.470 -1.494 0.226
O -2.553 -8.442 -0.092 0.276
O -3.297 -7.437 -2.908 0.265
C 0.232 3.394 3.407 0.045
N -0.094 2.258 2.427 -0.061
C -0.900 2.613 1.256 0.026
C 0.322 1.026 2.625 -0.390
C 1.243 0.779 3.765 0.043
O -0.009 0.029 1.835 -0.283
H -0.300 4.253 3.018 0.093
H 1.286 3.717 3.437 0.130
H -0.124 3.253 4.450 0.131
H -0.305 2.361 0.371 0.095
H -1.871 2.084 1.287 0.120
H -1.045 3.716 1.336 0.123
H 1.002 -0.124 4.360 0.119
H 2.271 0.662 3.361 0.131
H 1.237 1.676 4.424 0.097

Entry 2:
21
Properties=species:S:1:pos:R:3:lowdin_charge:R:1 method="wB97M-V/def2-TZVPD" homo_energy_ev="-10.2 / -7.8" e_above_lowest_kcal_mol=118.59 homo_lumo_gap_ev="9.94 / 3.70" charge=0 lumo_ev="-0.2170 / -4.1169"
C -1.143 -0.239 -1.439 -0.154
C -0.681 -1.043 -2.313 -0.039
C -0.333 -0.120 1.465 -0.193
C -1.183 0.955 0.773 -0.224
C 1.176 0.062 1.242 -0.288
C -1.896 0.493 -0.498 -0.623
C 1.580 -0.365 -0.128 -0.991
N 1.818 0.298 -1.176 -0.413
Cl -3.272 -0.681 -0.004 0.547
Cl 1.602 -2.061 -0.367 0.751
Cl 1.837 1.999 -1.097 0.625
Cl 4.285 -0.272 0.957 0.200
H 0.306 -0.915 -2.744 0.050
H -1.212 -1.921 -2.660 0.072
H -0.515 -0.076 2.538 0.116
H -0.629 -1.111 1.121 0.091
H -1.954 1.312 1.455 0.106
H -0.558 1.806 0.495 0.090
H 1.464 1.102 1.395 0.086
H 1.722 -0.552 1.958 0.078
H -2.415 1.329 -0.973 0.113

Entry 3:
19
Properties=species:S:1:pos:R:3:lowdin_charge:R:1 method="wB97M-V/def2-TZVPD" homo_energy_ev="-8.3 / -8.3" e_above_lowest_kcal_mol=107.16 homo_lumo_gap_ev="8.44 / 8.44" charge=0 lumo_ev="0.1794 / 0.1779"
C 2.327 -0.945 0.772 -0.128
C 1.245 -1.651 1.326 -0.106
C 2.316 0.270 0.108 -0.030
C 0.058 -1.173 0.889 -0.150
C 1.027 0.786 -0.279 -0.323
C -0.014 -0.069 0.103 0.013
C -2.742 -0.050 -1.187 -0.255
N 0.746 1.977 -0.816 0.122
N -2.012 0.728 -0.205 -0.531
Cl -2.600 0.669 1.420 0.526
H 3.364 -1.442 0.719 0.127
H 1.499 -2.554 1.973 0.130
H 3.229 0.733 -0.189 0.096
H -0.845 -1.584 1.293 0.090
H -3.552 -0.745 -0.827 0.067
H -3.294 0.733 -1.867 0.098
H -2.056 -0.624 -1.844 0.072
H 1.491 2.615 -0.785 0.084
H -0.186 2.325 -0.605 0.097

Entry 4:
22
Properties=species:S:1:pos:R:3:lowdin_charge:R:1 method="wB97M-V/def2-TZVPD" homo_energy_ev="-13.6 / -13.6" e_above_lowest_kcal_mol=27.96 homo_lumo_gap_ev="8.24 / 8.24" charge=+1 lumo_ev="-5.3658 / -5.3668"
H 0.844 2.864 1.656 0.107
N 0.448 2.008 1.265 0.215
C 1.160 1.184 0.634 -0.308
N 0.329 0.113 0.238 0.201
C -0.817 0.181 0.414 0.260
C -2.090 -0.694 0.352 -0.489
O -1.820 -1.851 0.476 0.212
O -3.170 -0.055 0.303 0.074
C -4.350 -0.851 0.434 0.022
C 2.547 1.079 0.280 -0.158
C 3.071 0.744 -1.098 0.002
C 2.943 -0.338 -0.063 -0.851
N 1.918 -1.268 -0.277 0.062
Cl 4.343 -1.149 0.629 0.721
H -4.465 -1.675 -0.376 0.161
H -5.177 -0.213 0.465 0.089
H -4.440 -1.260 1.367 0.077
H 3.119 1.647 0.838 0.104
H 2.284 0.816 -1.820 0.118
H 4.081 1.227 -1.203 0.150
H 2.187 -1.995 -0.914 0.120
H 1.728 -1.673 0.632 0.110

Entry 5:
22
Properties=species:S:1:pos:R:3:lowdin_charge:R:1 method="wB97M-V/def2-TZVPD" homo_energy_ev=-13.7 e_above_lowest_kcal_mol=18.11 homo_lumo_gap_ev=8.10 charge=+1 lumo_ev=-5.5792
H 0.655 2.478 -2.357 0.123
N 0.637 2.116 -1.383 0.228
C 1.160 1.036 -1.094 -0.388
N 0.660 0.596 0.117 0.207
C -0.260 1.015 0.725 0.259
C -1.265 0.589 1.695 -0.498
O -0.970 -0.098 2.610 0.212
O -2.465 0.955 1.348 0.035
C -3.502 0.760 2.328 0.041
C 1.996 0.093 -1.773 -0.145
C 1.451 -1.335 -1.913 -0.060
C 2.503 -1.130 -0.891 -0.836
N 2.100 -0.938 0.529 0.059
Cl 4.110 -1.701 -1.208 0.739
H -3.996 1.684 2.492 0.105
H -3.036 0.398 3.180 0.073
H -4.154 0.006 1.944 0.108
H 2.727 0.377 -2.549 0.157
H 0.406 -1.419 -1.551 0.129
H 1.648 -1.820 -2.894 0.138
H 1.834 -1.852 1.078 0.170
H 2.953 -0.545 1.057 0.144

Entry 6:
17
Properties=species:S:1:pos:R:3:lowdin_charge:R:1 method="wB97M-V/def2-TZVPD" homo_energy_ev=-9.4 e_above_lowest_kcal_mol=53.39 homo_lumo_gap_ev=10.39 charge=0 lumo_ev=1.0091
C 2.582 -1.517 -0.217 0.123
C 1.701 -0.729 -0.029 -0.101
C 0.465 0.007 0.128 -0.334
C -0.729 -0.884 -0.045 -0.335
C -2.063 -0.321 -0.571 -0.036
F -0.982 -1.483 1.188 -0.005
C 0.507 1.193 1.137 -0.072
C 0.624 1.496 -0.254 -0.113
H 3.399 -2.228 -0.135 0.038
H -0.578 -1.631 -0.839 0.146
H -2.725 -1.135 -0.638 0.054
H -2.548 0.390 0.102 0.078
H -1.948 0.157 -1.602 0.111
H 1.364 1.251 1.735 0.093
H -0.401 1.586 1.651 0.132
H -0.173 1.944 -0.844 0.102
H 1.505 1.903 -0.767 0.119

Entry 7:
21
Properties=species:S:1:pos:R:3:lowdin_charge:R:1 method="wB97M-V/def2-TZVPD" homo_energy_ev="-6.3 / -6.7" e_above_lowest_kcal_mol=54.71 homo_lumo_gap_ev="6.84 / 7.29" charge=0 lumo_ev="0.5453 / 0.5434"
C -1.438 -1.792 -0.813 -0.114
C -0.390 -0.961 -0.829 -0.064
C -2.127 -1.863 0.432 -0.070
C -1.391 -1.552 1.575 -0.074
C 0.300 -0.498 0.317 -0.215
C 0.650 2.992 -1.659 -0.077
C 0.405 -0.843 2.908 0.014
N -0.144 -0.887 1.598 -0.068
O 1.330 0.415 0.024 -0.077
F 3.088 1.875 -0.864 -0.075
F 1.789 0.427 -2.608 -0.075
Si 1.644 1.383 -1.327 0.352
H -1.912 -2.369 -1.664 0.123
H 0.155 -0.603 -1.700 0.091
H -3.095 -2.343 0.593 0.105
H -1.859 -1.537 2.599 0.132
H 0.319 3.559 -0.857 0.017
H 1.460 3.595 -2.111 0.053
H -0.062 2.830 -2.348 -0.018
H -0.150 -1.228 3.680 0.004
H 1.428 -0.598 3.054 0.033

Entry 8:
21
Properties=species:S:1:pos:R:3:lowdin_charge:R:1 method="wB97M-V/def2-TZVPD" homo_energy_ev="-13.6 / -13.6" e_above_lowest_kcal_mol=42.44 homo_lumo_gap_ev="8.48 / 8.48" charge=+1 lumo_ev="-5.0757 / -5.0760"
C -0.332 -0.698 0.813 -0.041
C -0.605 -1.923 0.090 -0.040
C -0.880 0.133 2.002 0.031
C 0.340 -1.890 -1.192 -0.027
C 1.168 -0.491 -0.988 -0.047
C 0.736 1.221 0.790 -0.058
C -0.403 2.390 -0.698 -0.427
N 0.576 -0.005 0.193 -0.027
O 0.068 1.255 2.001 0.009
F -1.482 2.759 -0.069 0.176
F 0.325 3.502 -1.053 0.107
F -0.736 1.703 -1.788 0.143
H -0.339 -2.743 0.606 0.092
H -1.669 -2.027 -0.286 0.170
H -1.898 0.560 1.999 0.159
H -0.832 -0.377 2.948 0.139
H 1.085 -2.621 -1.223 0.083
H -0.139 -1.815 -2.230 0.148
H 2.213 -0.885 -0.940 0.161
H 1.122 0.305 -1.633 0.096
H 1.682 1.647 0.657 0.152

Entry 9:
19
Properties=species:S:1:pos:R:3:lowdin_charge:R:1 method="wB97M-V/def2-TZVPD" homo_energy_ev="-7.7 / -8.2" e_above_lowest_kcal_mol=107.46 homo_lumo_gap_ev="7.13 / 7.98" charge=0 lumo_ev="-0.5312 / -0.1787"
C -3.346 -0.705 0.926 -0.158
C -2.248 -0.212 1.578 -0.068
C -2.242 0.448 -0.476 -0.198
C 3.063 0.032 -1.545 -0.201
C 2.716 -0.327 -0.062 -0.222
C 1.706 -0.414 -1.139 -0.753
C -0.358 1.205 0.815 0.054
N -3.361 -0.270 -0.353 0.063
N -1.465 0.484 0.673 -0.150
I 0.321 -1.837 -1.813 0.827
H -4.117 -1.236 1.328 0.069
H -1.924 -0.252 2.602 0.109
H -1.797 0.845 -1.380 0.110
H 3.399 1.125 -1.625 0.108
H 3.811 -0.516 -2.247 0.124
H 3.103 -1.337 0.331 0.117
H 2.526 0.249 0.815 0.063
H -0.138 1.813 0.035 0.043
H 0.349 0.906 1.538 0.064

Entry 10:
19
Properties=species:S:1:pos:R:3:lowdin_charge:R:1 method="wB97M-V/def2-TZVPD" homo_energy_ev=-7.7 e_above_lowest_kcal_mol=40.12 homo_lumo_gap_ev=8.18 charge=0 lumo_ev=0.5226
C 0.519 -2.574 -1.812 -0.093
O 0.324 -1.186 -1.485 -0.179
C 0.479 -0.766 -0.176 -0.727
I -0.203 -1.968 1.455 0.988
C 1.270 0.262 0.057 -0.184
C 1.385 1.035 1.302 -0.131
C 0.285 1.540 1.828 -0.129
C -1.013 1.088 1.308 -0.211
C -1.363 1.345 0.038 -0.247
O -2.583 1.190 -0.475 0.006
H 0.180 -2.724 -2.871 0.113
H 0.016 -3.140 -1.069 0.003
H 1.503 -2.923 -1.721 0.067
H 1.927 0.554 -0.835 0.154
H 2.289 1.565 1.581 0.103
H 0.332 2.266 2.561 0.085
H -1.714 0.620 2.033 0.100
H -0.694 1.940 -0.638 0.153
H -2.939 1.877 -1.081 0.129

Energy (computed, a.u.): -3440.1697; -2167.4511; -841.6724; -1046.6398; -1046.6554; -371.8706; -891.4089; -701.3570; -679.1217; -720.1627